Formula: C34H52As3MnN3O5
Source: the Open Molecules 2025 dataset
Level of theory: ωB97M-V with the def2-TZVPD basis set

Values from the calculation:
**⟨S²⟩**: 8.76
**Gap between HOMO and LUMO (alpha / beta)**: 8.5 / 8.1 eV
**Molecular weight**: 862.51 g/mol
**2S+1**: 6
**E_HOMO (alpha / beta)**: -7.98 / -7.98 eV

Element x y z (Å)
As  0.22  2.49  0.11
As  -3.65  4.09  3.77
As  0.01  0.01  2.75
Mn  -0.13  -0.10  0.29
O  -3.42  2.19  -0.46
O  1.47  -0.82  -0.57
O  -6.29  -1.22  -0.04
O  3.32  -1.95  -0.10
O  -1.60  -1.83  0.24
N  3.00  1.41  -1.76
N  -2.46  0.14  -0.24
N  -4.79  0.41  -0.38
C  3.33  -0.42  -4.97
C  -5.13  -0.88  -0.12
C  -4.11  -2.80  -1.19
C  -0.58  -1.25  4.15
C  3.11  -2.01  -3.20
C  -3.91  5.13  2.11
C  3.30  -1.74  -4.54
C  -3.20  -4.02  -1.15
C  3.14  0.35  -2.70
C  3.03  -0.98  -2.28
C  0.69  3.34  3.22
C  5.62  2.56  -2.84
C  -4.09  -1.63  2.53
C  5.71  3.25  0.87
C  -1.08  3.21  1.44
C  3.74  1.98  0.43
C  5.21  2.55  -1.40
C  6.05  3.18  -0.47
C  -4.38  2.40  3.05
C  7.33  3.81  -0.94
C  -2.62  -1.17  -0.01
C  -1.04  1.56  3.43
C  3.24  0.61  -4.06
C  -0.77  2.99  2.93
C  1.37  4.10  -0.08
C  2.63  -1.30  -0.85
C  1.81  0.19  3.52
C  -0.67  2.75  -1.61
C  -1.64  3.95  3.77
C  4.55  2.65  1.32
C  -3.97  -1.85  0.02
C  -4.11  -2.60  1.35
C  4.02  1.95  -0.95
C  -3.51  0.98  -0.38
H  -5.04  -3.16  1.35
H  -0.24  -0.90  5.13
H  -3.53  -4.72  -0.39
H  -3.67  4.56  1.22
H  -3.98  2.16  2.07
H  -3.22  -4.53  -2.12
H  0.73  4.96  -0.33
H  3.02  -3.03  -2.85
H  -4.24  1.57  3.74
H  2.27  -0.80  3.43
H  7.14  4.62  -1.63
H  3.20  1.64  -4.41
H  6.35  3.78  1.56
H  -3.27  -3.29  1.44
H  0.86  4.40  3.06
H  7.96  3.08  -1.45
H  2.07  3.93  -0.89
H  -5.15  -3.13  -1.22
H  -1.16  4.28  1.26
H  3.38  -2.55  -5.25
H  -2.17  -3.73  -0.94
H  -3.29  6.03  2.13
H  -1.34  3.62  -1.59
H  -1.26  1.86  -1.85
H  -0.94  1.55  4.53
H  2.23  1.15  -1.14
H  -0.12  -2.22  3.95
H  -5.46  2.55  2.94
H  4.29  2.68  2.37
H  7.88  4.20  -0.09
H  1.94  4.34  0.82
H  0.92  3.11  4.26
H  -2.08  1.30  3.21
H  -2.03  2.75  1.18
H  1.77  0.47  4.58
H  2.85  1.46  0.78
H  -1.32  4.97  3.53
H  -3.17  -1.03  2.51
H  -4.14  -2.17  3.47
H  -4.95  5.45  2.06
H  -4.94  -0.95  2.48
H  -1.66  -1.38  4.17
H  -5.55  1.08  -0.48
H  0.10  2.89  -2.38
H  2.43  0.89  2.97
H  5.81  3.59  -3.16
H  -1.37  3.79  4.82
H  -3.92  -2.23  -2.10
H  1.34  2.77  2.57
H  6.53  1.99  -2.98
H  3.40  -0.20  -6.03
H  4.85  2.14  -3.47